No. 1
Below is a 2-piece molecular cluster, C40H43N4O3 overall at a distorted geometry, with properties calculated with ωB97M-V/def2-TZVPD.

The spin multiplicity is 1. Its net charge is +1. Its calculated total energy is -1994.38365 Eh. The HOMO energy is -9.08 eV. The calculation puts the LUMO energy at -4.8 eV.

Each line ends with the Mulliken charge.
Geometry (Å):
C -6.671 0.006 0.810  -0.675
C -5.984 -1.139 1.234  -0.656
C -4.822 -1.534 0.582  -0.436
C -4.243 -0.712 -0.431  1.117
C -2.897 -0.860 -0.901  -2.138
C -2.127 -1.999 -0.563  1.115
N -1.630 -2.736 -1.584  0.358
C -2.171 -2.587 -2.926  -0.485
C -1.512 -3.694 -3.763  -0.629
C -0.444 -4.344 -2.872  -0.603
C -0.733 -3.875 -1.440  -0.601
C -1.955 -2.468 0.835  0.004
C -1.680 -1.568 1.883  0.185
C -1.691 -2.012 3.204  -0.852
C -1.959 -3.356 3.496  -0.540
C -2.207 -4.265 2.462  -0.978
C -2.239 -3.817 1.145  -0.354
C -5.098 0.265 -1.013  -0.807
C -6.243 0.681 -0.345  -0.684
H -7.547 0.353 1.368  0.394
H -6.347 -1.727 2.079  0.420
H -4.354 -2.480 0.853  0.427
H -2.622 -0.286 -1.787  0.748
H -3.270 -2.687 -2.917  0.279
H -1.958 -1.586 -3.329  0.250
H -2.287 -4.412 -4.053  0.308
H -1.094 -3.261 -4.674  0.335
H -0.491 -5.434 -2.928  0.354
H 0.564 -4.019 -3.142  0.269
H 0.166 -3.607 -0.865  0.310
H -1.216 -4.707 -0.909  0.167
H -1.477 -0.527 1.630  0.465
H -1.507 -1.306 4.014  0.439
H -1.985 -3.698 4.529  0.406
H -2.421 -5.316 2.662  0.395
H -2.565 -4.510 0.363  0.519
H -4.818 0.695 -1.982  0.558
H -6.824 1.533 -0.702  0.624
C 5.325 3.563 1.096  -0.925
N 4.427 2.623 0.466  0.303
C 4.896 1.561 -0.258  0.261
O 6.080 1.313 -0.472  -0.683
C 3.681 0.765 -0.730  0.055
C 3.702 -0.687 -0.262  -0.520
C 4.847 -1.484 -0.853  0.568
C 5.694 -2.213 -0.015  -0.340
C 6.789 -2.899 -0.548  -0.606
C 7.019 -2.886 -1.930  -0.454
C 6.155 -2.173 -2.771  -0.679
C 5.056 -1.489 -2.235  -0.304
N 2.563 1.525 -0.167  0.565
C 1.294 1.125 -0.356  0.117
C 0.205 1.825 0.150  0.275
C -1.140 1.539 0.000  -0.337
C -2.117 2.503 0.476  0.832
C -1.841 3.394 1.545  -0.473
C -2.756 4.413 1.858  -0.304
N -2.250 5.586 2.485  0.928
O -3.020 6.542 2.703  -0.567
O -1.026 5.620 2.754  -0.576
C -4.069 4.421 1.353  -0.689
C -4.366 3.497 0.348  -0.319
C -3.366 2.680 -0.175  -0.716
C 2.975 2.723 0.587  -0.033
C 2.580 2.636 2.069  -1.249
C 2.499 4.046 -0.034  -1.541
H 6.355 3.271 0.877  0.388
H 5.153 4.579 0.719  0.294
H 5.180 3.570 2.184  0.307
H 3.629 0.816 -1.834  0.235
H 3.758 -0.705 0.840  0.347
H 2.741 -1.141 -0.550  0.329
H 5.494 -2.207 1.059  0.340
H 7.458 -3.440 0.123  0.387
H 7.866 -3.433 -2.353  0.379
H 6.329 -2.139 -3.847  0.382
H 4.368 -0.938 -2.881  0.344
H 1.159 0.224 -0.962  0.758
H 0.423 2.744 0.687  -0.790
H -1.440 0.677 -0.575  0.476
H -0.907 3.357 2.106  0.564
H -4.775 5.159 1.728  0.504
H -5.381 3.441 -0.046  0.349
H -3.525 2.138 -1.108  0.537
H 2.972 1.699 2.486  0.331
H 3.003 3.491 2.612  0.502
H 1.495 2.643 2.194  0.266
H 2.952 4.166 -1.025  0.389
H 1.415 4.075 -0.156  0.314
H 2.798 4.879 0.616  0.474


No. 2
Below is C40H44AsF6N3PSTi as an isolated structure, with properties calculated with ωB97M-V/def2-TZVPD.

The spin multiplicity is 2. The energy above the lowest of the compared OMol25 structures with the same formula, charge and spin comes out at 0.0 kJ/mol. Its calculated total energy is -6139.10108 Eh. The HOMO energy (alpha / beta) is -6.58 / -6.58 eV. The calculation puts the LUMO energy (alpha / beta) at -0.9 / -0.9 eV.

Each line ends with the Mulliken spin population.
Geometry (Å):
Ti 0.768 0.372 2.253  0.959
C -2.613 -0.680 -1.912  -0.003
C -3.386 -0.446 -0.611  0.002
C -4.745 -1.141 -0.651  0.000
P -2.314 -0.991 0.783  -0.017
C -3.341 -0.972 2.295  -0.001
C -3.785 0.456 2.618  0.001
C -2.734 -1.682 3.503  -0.006
C -1.610 -2.541 0.424  0.008
C -2.478 -3.646 0.576  0.000
C -2.126 -4.912 0.192  0.000
C -3.037 -6.097 0.361  0.000
C -0.841 -5.057 -0.382  0.001
C 0.028 -4.017 -0.535  0.000
C -0.296 -2.674 -0.133  -0.007
N 0.484 -1.619 -0.297  0.008
C 1.764 -1.778 -0.840  -0.004
C 2.795 -2.499 -0.205  -0.003
C 2.596 -3.196 1.117  0.002
C 4.055 -2.548 -0.796  0.001
C 4.351 -1.894 -1.983  0.000
C 5.732 -1.943 -2.582  0.000
C 3.329 -1.168 -2.586  0.001
C 2.058 -1.094 -2.033  -0.002
C 0.982 -0.293 -2.712  -0.001
H -3.141 -0.207 -2.742  0.000
H -2.530 -1.748 -2.115  0.000
H -1.599 -0.280 -1.864  0.001
H -3.530 0.629 -0.470  0.001
H -4.631 -2.213 -0.817  0.000
H -5.321 -0.740 -1.487  0.000
H -5.330 -0.984 0.255  0.000
H -4.219 -1.547 1.979  0.000
H -2.933 1.058 2.939  0.003
H -4.507 0.431 3.435  0.000
H -4.255 0.954 1.768  0.000
H -1.908 -1.118 3.926  -0.001
H -2.348 -2.667 3.245  0.000
H -3.511 -1.795 4.261  0.000
H -3.460 -3.493 1.017  0.000
H -3.997 -5.796 0.783  0.000
H -2.603 -6.844 1.030  0.000
H -3.234 -6.592 -0.592  0.000
H -0.530 -6.043 -0.714  0.000
H 0.995 -4.196 -0.985  0.000
H 3.314 -2.830 1.857  -0.002
H 2.766 -4.270 1.018  0.000
H 1.605 -3.042 1.530  0.001
H 4.836 -3.116 -0.297  0.000
H 6.221 -2.894 -2.369  0.000
H 6.372 -1.150 -2.183  0.000
H 5.699 -1.819 -3.665  0.000
H 3.521 -0.657 -3.526  0.000
H 1.411 0.430 -3.409  0.000
H 0.380 0.231 -1.967  0.004
H 0.296 -0.938 -3.267  0.000
F 0.170 2.097 2.686  -0.004
As 0.323 0.601 5.964  -0.001
F 0.697 -1.073 5.857  -0.001
F -0.547 0.397 7.461  0.000
F 1.931 0.435 3.740  0.017
F 1.780 1.086 6.735  0.000
F 0.233 -1.334 2.653  -0.007
S 6.097 2.989 -0.484  0.000
C 4.657 2.066 -0.018  0.002
C 3.384 2.474 -0.405  0.001
C 2.303 1.750 0.046  0.023
N 2.416 0.695 0.861  -0.019
C 3.641 0.306 1.225  0.003
C 4.787 0.953 0.801  -0.007
C 5.976 2.957 -2.249  0.000
C 5.336 1.948 -2.955  0.000
C 5.348 2.009 -4.341  0.000
N 5.947 2.965 -5.045  0.000
C 6.567 3.917 -4.351  0.000
C 6.607 3.966 -2.968  0.000
H 3.243 3.338 -1.038  0.000
H 1.298 2.028 -0.239  0.005
H 3.698 -0.544 1.892  0.007
H 5.759 0.602 1.114  0.000
H 4.837 1.127 -2.458  0.000
H 4.850 1.232 -4.912  0.000
H 7.053 4.693 -4.931  0.000
H 7.113 4.779 -2.464  0.000
C -1.167 0.350 0.847  0.010
C -1.107 1.500 0.433  0.008
C -1.061 2.840 -0.063  -0.001
C -1.245 3.916 0.809  0.007
C -1.215 5.205 0.304  0.000
C -1.009 5.414 -1.054  0.002
C -0.830 4.345 -1.923  -0.001
C -0.852 3.052 -1.429  0.006
H -1.372 3.723 1.864  0.001
H -1.347 6.048 0.969  0.000
H -0.986 6.425 -1.441  0.000
H -0.670 4.521 -2.978  0.000
H -0.711 2.203 -2.087  0.000


Q: The highest calculated total energy belongs to which entry?
A: C40H43N4O3